# 1
{
  "formula": "C31H44BrN2P2Pt",
  "method": "the ωB97M-V functional and the def2-TZVPD basis",
  "homo_ev": -9.35,
  "mol_weight_g_mol": 781.6,
  "total_energy_ev": -127706.495,
  "charge": 1,
  "symbols": ["Pt", "C", "C", "C", "P", "C", "C", "C", "C", "C", "C", "C", "C", "C", "C", "N", "C", "C", "C", "C", "C", "C", "C", "P", "C", "C", "C", "C", "C", "C", "H", "H", "H", "H", "H", "H", "H", "H", "H", "H", "H", "H", "H", "H", "H", "H", "H", "H", "H", "H", "H", "H", "H", "H", "H", "H", "H", "H", "H", "H", "H", "H", "H", "H", "H", "H", "H", "H", "H", "H", "Br", "C", "C", "C", "C", "N", "C", "H", "H", "H", "H"],
  "positions_angstrom": [[-0.505, 0.528, 0.166], [-4.257, -2.548, -0.119], [-3.407, -1.330, 0.244], [-2.923, -1.478, 1.690], [-1.957, -0.966, -0.832], [-2.501, -0.493, -2.525], [-3.335, -1.508, -3.303], [-1.244, -0.111, -3.314], [-0.892, -2.403, -0.904], [-1.330, -3.688, -1.244], [-0.502, -4.790, -1.153], [-0.962, -6.165, -1.549], [0.786, -4.567, -0.659], [1.251, -3.309, -0.345], [0.438, -2.173, -0.509], [0.868, -0.869, -0.265], [2.221, -0.519, -0.290], [3.182, -1.220, -1.029], [4.518, -0.870, -0.972], [4.974, 0.191, -0.194], [6.436, 0.529, -0.090], [4.014, 0.944, 0.464], [2.656, 0.630, 0.398], [1.330, 1.651, 1.055], [1.346, 1.551, 2.895], [2.557, 2.182, 3.577], [1.196, 0.082, 3.296], [1.536, 3.415, 0.551], [2.947, 4.007, 0.583], [0.952, 3.601, -0.852], [-5.154, -2.551, 0.504], [-4.575, -2.571, -1.158], [-3.711, -3.467, 0.096], [-4.023, -0.425, 0.164], [-2.245, -2.330, 1.777], [-2.394, -0.593, 2.045], [-3.774, -1.659, 2.348], [-3.111, 0.406, -2.368], [-2.822, -2.467, -3.384], [-4.318, -1.669, -2.863], [-3.490, -1.136, -4.317], [-0.620, -0.991, -3.484], [-1.526, 0.294, -4.287], [-0.635, 0.628, -2.791], [-2.352, -3.829, -1.574], [-2.050, -6.232, -1.555], [-0.609, -6.424, -2.549], [-0.581, -6.922, -0.863], [1.446, -5.415, -0.510], [2.250, -3.202, 0.052], [2.877, -2.042, -1.660], [5.229, -1.439, -1.559], [7.013, 0.012, -0.856], [6.607, 1.599, -0.206], [6.839, 0.235, 0.881], [4.337, 1.806, 1.032], [0.449, 2.100, 3.207], [3.486, 1.734, 3.221], [2.604, 3.259, 3.426], [2.500, 2.005, 4.652], [2.061, -0.495, 2.960], [1.138, -0.002, 4.382], [0.305, -0.374, 2.862], [0.910, 3.949, 1.277], [3.557, 3.578, -0.212], [2.878, 5.080, 0.398], [3.464, 3.867, 1.529], [1.460, 2.951, -1.568], [-0.114, 3.377, -0.889], [1.096, 4.632, -1.178], [-3.942, 3.550, 3.671], [-3.365, 3.236, 1.913], [-3.890, 3.943, 0.846], [-3.408, 3.662, -0.422], [-2.436, 2.694, -0.579], [-1.937, 2.007, 0.458], [-2.392, 2.278, 1.687], [-4.650, 4.695, 1.005], [-3.780, 4.192, -1.287], [-2.024, 2.453, -1.549], [-1.968, 1.709, 2.501]],
  "lowdin_charge": [0.867, -0.097, -0.516, -0.117, 0.944, -0.525, -0.093, -0.118, -0.291, -0.052, -0.271, -0.045, -0.019, -0.025, -0.296, -0.166, -0.298, -0.027, -0.019, -0.271, -0.044, -0.051, -0.287, 0.954, -0.534, -0.096, -0.114, -0.511, -0.104, -0.119, 0.088, 0.053, 0.076, 0.109, 0.087, 0.029, 0.088, 0.097, 0.078, 0.061, 0.086, 0.087, 0.085, 0.047, 0.096, 0.077, 0.086, 0.081, 0.122, 0.112, 0.113, 0.119, 0.078, 0.080, 0.085, 0.097, 0.098, 0.077, 0.068, 0.086, 0.085, 0.085, 0.048, 0.114, 0.081, 0.088, 0.058, 0.087, 0.023, 0.088, 0.822, -0.665, -0.074, -0.018, -0.144, -0.151, -0.179, 0.119, 0.123, 0.106, 0.098]
}

# 2
{
  "formula": "C41H60BBrN8OReS3Si",
  "method": "the ωB97M-V functional and the def2-TZVPD basis",
  "de_lowest_kj_mol": 0.0,
  "homo_ev": [-6.17, -6.15],
  "mol_weight_g_mol": 1082.2,
  "total_energy_ev": -170694.154,
  "spin_multiplicity": 2,
  "symbols": ["Re", "C", "C", "C", "C", "C", "C", "C", "Br", "C", "O", "C", "C", "C", "C", "C", "C", "H", "H", "H", "H", "H", "H", "H", "H", "H", "H", "H", "H", "H", "H", "H", "H", "H", "H", "H", "H", "B", "N", "C", "C", "C", "N", "N", "C", "C", "C", "N", "H", "H", "H", "H", "H", "H", "H", "H", "C", "C", "N", "C", "C", "N", "H", "H", "H", "H", "H", "H", "C", "Si", "C", "C", "C", "C", "C", "C", "C", "C", "H", "H", "H", "H", "H", "H", "H", "H", "H", "H", "H", "H", "H", "H", "H", "H", "H", "H", "H", "H", "H", "S", "C", "S", "C", "N", "N", "C", "C", "C", "C", "C", "C", "S", "H", "H", "H", "H", "H"],
  "positions_angstrom": [[1.832, -1.357, 0.128], [-0.130, 3.321, 5.885], [1.266, 3.535, 5.282], [2.322, 2.986, 6.251], [1.498, 5.038, 5.125], [1.357, 2.795, 3.949], [1.249, 1.405, 3.919], [1.303, 0.754, 2.711], [1.074, -1.137, 2.667], [1.468, 1.379, 1.460], [1.357, 0.687, 0.351], [1.647, 2.783, 1.492], [1.554, 3.431, 2.731], [1.961, 3.671, 0.269], [0.758, 4.582, -0.030], [3.176, 4.559, 0.598], [2.314, 2.918, -1.018], [-0.213, 3.824, 6.852], [-0.337, 2.261, 6.040], [-0.901, 3.726, 5.224], [2.286, 3.530, 7.198], [3.324, 3.092, 5.831], [2.161, 1.929, 6.469], [1.449, 5.518, 6.104], [0.738, 5.502, 4.491], [2.480, 5.250, 4.698], [1.112, 0.830, 4.826], [1.664, 4.506, 2.733], [0.382, 5.074, 0.869], [-0.064, 4.015, -0.482], [1.036, 5.355, -0.750], [2.960, 5.309, 1.361], [3.497, 5.088, -0.302], [4.010, 3.950, 0.951], [1.541, 2.232, -1.343], [3.221, 2.323, -0.910], [2.491, 3.653, -1.808], [3.753, -3.505, 1.894], [4.439, -2.194, 1.420], [5.735, -1.870, 1.454], [5.888, -0.570, 1.003], [4.596, -0.163, 0.687], [3.726, -1.144, 0.950], [3.019, -4.146, 0.677], [3.078, -5.407, 0.247], [2.202, -5.562, -0.817], [1.648, -4.299, -0.981], [2.143, -3.443, -0.078], [4.603, -4.272, 2.270], [2.942, -3.254, 2.748], [6.457, -2.579, 1.822], [6.799, -0.007, 0.912], [4.239, 0.770, 0.283], [3.738, -6.110, 0.728], [2.005, -6.452, -1.388], [0.932, -3.958, -1.709], [-1.002, 0.850, -1.399], [-1.525, 0.604, -0.030], [-2.186, -0.463, 0.446], [-2.449, -0.225, 1.793], [-1.924, 0.970, 2.126], [-1.368, 1.470, 0.970], [-0.102, 0.262, -1.579], [-0.721, 1.898, -1.483], [-1.749, 0.630, -2.159], [-2.961, -0.944, 2.404], [-1.866, 1.491, 3.064], [-0.782, 2.293, 0.912], [-1.477, -2.206, -1.763], [-2.778, -1.958, -0.464], [-4.469, -1.471, -1.159], [-5.109, -2.690, -1.841], [-4.308, -0.364, -2.211], [-5.410, -0.942, -0.067], [-2.747, -3.438, 0.726], [-3.957, -3.567, 1.661], [-1.460, -3.426, 1.564], [-2.696, -4.708, -0.151], [-1.486, -3.230, -2.135], [-0.477, -2.005, -1.349], [-1.584, -1.557, -2.632], [-4.474, -3.099, -2.631], [-6.054, -2.390, -2.304], [-5.332, -3.490, -1.133], [-3.667, -0.662, -3.043], [-3.913, 0.559, -1.775], [-5.290, -0.122, -2.629], [-5.631, -1.685, 0.699], [-6.361, -0.650, -0.524], [-5.003, -0.055, 0.425], [-4.103, -2.699, 2.306], [-3.805, -4.431, 2.315], [-4.885, -3.734, 1.112], [-1.513, -2.721, 2.393], [-0.573, -3.180, 0.973], [-1.299, -4.422, 1.988], [-3.479, -4.749, -0.910], [-2.820, -5.581, 0.497], [-1.731, -4.813, -0.649], [-1.050, -2.597, -6.061], [0.048, -1.754, -5.143], [1.044, -2.516, -3.943], [1.607, -0.964, -3.377], [1.156, 0.019, -4.086], [0.316, -0.429, -5.091], [-0.275, 0.591, -5.898], [-0.511, 0.384, -7.249], [-1.073, 1.404, -8.002], [-1.392, 2.621, -7.419], [-1.139, 2.821, -6.069], [-0.581, 1.810, -5.304], [2.668, -0.718, -2.020], [-0.261, -0.562, -7.703], [-1.255, 1.242, -9.056], [-1.826, 3.413, -8.015], [-1.375, 3.771, -5.606], [-0.359, 1.961, -4.257]],
  "lowdin_charge": [0.750, -0.051, -0.561, -0.046, -0.066, -0.178, -0.087, -0.517, 0.947, -0.423, -0.357, -0.098, 0.009, -0.522, -0.043, -0.048, -0.054, 0.085, 0.077, 0.084, 0.085, 0.093, 0.077, 0.086, 0.085, 0.089, 0.106, 0.091, 0.080, 0.068, 0.089, 0.074, 0.086, 0.094, 0.048, 0.070, 0.092, -0.433, -0.060, -0.079, -0.052, -0.147, -0.147, -0.068, -0.082, -0.054, -0.176, -0.149, 0.071, 0.023, 0.119, 0.092, 0.090, 0.120, 0.092, 0.040, 0.011, -0.284, 0.032, -0.079, -0.034, 0.162, 0.048, 0.085, 0.071, 0.108, 0.131, 0.149, -0.140, 0.723, -0.602, -0.083, -0.090, -0.082, -0.588, -0.088, -0.109, -0.086, 0.048, 0.014, 0.029, 0.090, 0.091, 0.067, 0.080, 0.073, 0.092, 0.064, 0.090, 0.075, 0.065, 0.091, 0.071, 0.044, 0.036, 0.098, 0.070, 0.093, 0.073, 0.558, -1.112, 0.979, -1.053, 0.019, -0.144, -0.208, -0.044, -0.075, -0.092, -0.084, -0.023, 0.576, 0.079, 0.105, 0.101, 0.101, 0.094]
}

# 3
{
  "formula": "C4H8O3Pt",
  "method": "the ωB97M-V functional and the def2-TZVPD basis",
  "de_lowest_kj_mol": 318.4,
  "homo_ev": [-12.07, -14.44],
  "mol_weight_g_mol": 299.2,
  "total_energy_ev": -13647.535,
  "charge": 1,
  "spin_multiplicity": 4,
  "symbols": ["C", "C", "O", "H", "H", "H", "H", "H", "O", "Pt", "O", "C", "C", "H", "H", "H"],
  "positions_angstrom": [[1.334, -2.097, 0.546], [1.000, -1.637, -0.854], [-0.382, -1.301, -0.851], [2.286, -2.644, 0.547], [1.409, -1.232, 1.219], [0.525, -2.726, 0.940], [1.161, -2.427, -1.604], [1.649, -0.799, -1.151], [-1.945, 1.870, -0.932], [-1.510, 0.353, -1.644], [-0.496, 0.010, -0.300], [-1.530, 1.846, 0.294], [-0.712, 2.919, 0.804], [-0.342, 2.896, 1.829], [-2.131, 1.305, 1.044], [-0.317, 3.665, 0.114]],
  "lowdin_charge": [-0.058, -0.231, -0.232, 0.097, 0.083, 0.095, 0.145, 0.134, -0.310, 1.356, -0.354, -0.308, 0.235, 0.098, 0.148, 0.102]
}

# 4
{
  "formula": "C19H42O4P2",
  "method": "the ωB97M-V functional and the def2-TZVPD basis",
  "smiles": "CCCCCCCCCCCCCCCCO[P@](=O)(O)OP(C)CC",
  "homo_ev": -9.14,
  "mol_weight_g_mol": 396.5,
  "total_energy_ev": -47155.613,
  "symbols": ["C", "C", "C", "C", "C", "C", "C", "C", "C", "C", "C", "C", "C", "C", "C", "C", "O", "P", "O", "O", "O", "P", "C", "C", "C", "H", "H", "H", "H", "H", "H", "H", "H", "H", "H", "H", "H", "H", "H", "H", "H", "H", "H", "H", "H", "H", "H", "H", "H", "H", "H", "H", "H", "H", "H", "H", "H", "H", "H", "H", "H", "H", "H", "H", "H", "H", "H"],
  "positions_angstrom": [[4.406, -2.606, 1.146], [5.495, -1.523, 1.091], [6.657, -1.881, 0.162], [6.250, -1.857, -1.313], [5.962, -0.432, -1.828], [4.462, -0.108, -2.004], [3.986, 1.174, -1.298], [2.632, 1.019, -0.607], [2.286, 2.211, 0.288], [0.793, 2.301, 0.662], [0.497, 2.069, 2.156], [-0.763, 1.253, 2.476], [-2.098, 2.024, 2.540], [-3.015, 1.855, 1.320], [-2.716, 2.845, 0.196], [-3.376, 2.556, -1.163], [-3.794, 1.186, -1.288], [-5.328, 0.801, -1.452], [-5.957, 1.135, -2.720], [-6.078, 1.499, -0.230], [-5.250, -0.743, -1.137], [-5.748, -1.607, 0.223], [-4.186, -2.532, 0.495], [-6.791, -2.818, -0.676], [-6.125, -3.810, -1.626], [3.510, -2.320, 0.593], [4.763, -3.546, 0.720], [4.099, -2.816, 2.171], [5.052, -0.587, 0.736], [5.875, -1.317, 2.093], [7.473, -1.168, 0.314], [7.044, -2.870, 0.424], [7.036, -2.325, -1.909], [5.353, -2.470, -1.441], [6.484, -0.284, -2.774], [6.394, 0.287, -1.128], [3.867, -0.950, -1.639], [4.235, -0.027, -3.069], [3.918, 1.996, -2.015], [4.724, 1.483, -0.550], [2.654, 0.103, -0.005], [1.846, 0.892, -1.358], [2.604, 3.127, -0.217], [2.885, 2.149, 1.201], [0.427, 3.287, 0.370], [0.232, 1.569, 0.074], [0.426, 3.030, 2.673], [1.354, 1.557, 2.601], [-0.852, 0.432, 1.756], [-0.604, 0.782, 3.448], [-1.897, 3.088, 2.698], [-2.649, 1.677, 3.415], [-2.941, 0.831, 0.951], [-4.048, 1.992, 1.664], [-1.639, 2.917, 0.059], [-3.046, 3.834, 0.527], [-2.658, 2.714, -1.967], [-4.223, 3.218, -1.352], [-5.587, 1.499, 0.598], [-4.051, -3.405, -0.145], [-3.363, -1.840, 0.310], [-4.139, -2.837, 1.540], [-7.383, -3.329, 0.089], [-7.499, -2.191, -1.225], [-5.272, -3.361, -2.139], [-5.777, -4.702, -1.106], [-6.826, -4.128, -2.398]],
  "lowdin_charge": [-0.103, -0.248, -0.229, -0.210, -0.195, -0.199, -0.222, -0.224, -0.207, -0.206, -0.202, -0.200, -0.190, -0.206, -0.151, -0.184, -0.205, 0.270, -0.225, -0.116, -0.428, 0.900, -0.261, -0.414, -0.160, 0.056, 0.071, 0.065, 0.085, 0.102, 0.107, 0.107, 0.103, 0.099, 0.102, 0.099, 0.093, 0.107, 0.112, 0.103, 0.104, 0.116, 0.109, 0.106, 0.099, 0.100, 0.110, 0.101, 0.107, 0.102, 0.111, 0.104, 0.101, 0.099, 0.080, 0.121, 0.123, 0.119, 0.046, 0.030, 0.033, 0.032, 0.070, 0.076, 0.067, 0.066, 0.069]
}